{"formula": "C56H154N14O14", "method": "wB97M-V/def2-TZVPD", "symbols": ["C", "C", "C", "O", "C", "N", "H", "H", "H", "H", "H", "H", "H", "H", "H", "H", "H", "C", "C", "C", "O", "C", "N", "H", "H", "H", "H", "H", "H", "H", "H", "H", "H", "H", "C", "C", "C", "O", "C", "N", "H", "H", "H", "H", "H", "H", "H", "H", "H", "H", "H", "C", "C", "C", "O", "C", "N", "H", "H", "H", "H", "H", "H", "H", "H", "H", "H", "H", "C", "C", "C", "O", "C", "N", "H", "H", "H", "H", "H", "H", "H", "H", "H", "H", "H", "C", "C", "C", "O", "C", "N", "H", "H", "H", "H", "H", "H", "H", "H", "H", "H", "H", "C", "C", "C", "O", "C", "N", "H", "H", "H", "H", "H", "H", "H", "H", "H", "H", "H", "C", "C", "C", "O", "C", "N", "H", "H", "H", "H", "H", "H", "H", "H", "H", "H", "H", "C", "C", "C", "O", "C", "N", "H", "H", "H", "H", "H", "H", "H", "H", "H", "H", "H", "C", "C", "C", "O", "C", "N", "H", "H", "H", "H", "H", "H", "H", "H", "H", "H", "H", "C", "C", "C", "O", "C", "N", "H", "H", "H", "H", "H", "H", "H", "H", "H", "H", "H", "C", "C", "C", "O", "C", "N", "H", "H", "H", "H", "H", "H", "H", "H", "H", "H", "H", "C", "C", "C", "O", "C", "N", "H", "H", "H", "H", "H", "H", "H", "H", "H", "H", "H", "C", "C", "C", "O", "C", "N", "H", "H", "H", "H", "H", "H", "H", "H", "H", "H", "H"], "positions_angstrom": [[-5.020, -6.559, 0.097], [-4.417, -5.389, 0.854], [-2.891, -5.576, 0.809], [-2.397, -6.829, 1.212], [-1.121, -7.094, 0.632], [-4.797, -4.102, 0.247], [-6.063, -6.323, -0.220], [-4.979, -7.510, 0.625], [-4.508, -6.650, -0.877], [-4.790, -5.450, 1.893], [-2.356, -4.778, 1.337], [-2.668, -5.536, -0.236], [-0.822, -8.051, 1.139], [-0.368, -6.318, 0.947], [-1.193, -7.133, -0.473], [-5.813, -3.991, 0.287], [-4.664, -4.082, -0.754], [0.823, -0.196, 5.522], [-0.026, 1.101, 5.515], [0.879, 2.197, 5.146], [2.046, 2.234, 5.962], [2.633, 3.494, 5.768], [-1.139, 1.026, 4.590], [1.586, -0.142, 6.280], [1.245, -0.393, 4.500], [0.223, -1.042, 5.807], [-0.408, 1.145, 6.530], [0.508, 3.231, 5.286], [1.146, 2.098, 4.045], [2.969, 3.518, 4.727], [3.464, 3.610, 6.462], [1.919, 4.289, 6.024], [-1.639, 0.150, 4.716], [-0.811, 1.064, 3.600], [2.862, 4.852, 0.468], [1.375, 5.179, 0.696], [0.561, 3.877, 0.974], [0.596, 2.888, 0.013], [-0.484, 2.993, -0.904], [1.169, 6.121, 1.809], [3.382, 5.824, 0.418], [2.949, 4.447, -0.535], [3.328, 4.170, 1.202], [0.981, 5.670, -0.195], [-0.421, 4.208, 1.272], [0.972, 3.415, 1.857], [-0.267, 2.339, -1.722], [-0.521, 4.042, -1.315], [-1.442, 2.730, -0.438], [1.090, 5.593, 2.703], [0.243, 6.538, 1.702], [1.884, -5.104, -0.435], [3.370, -5.426, -0.757], [4.256, -5.234, 0.426], [5.612, -5.610, 0.079], [6.009, -6.759, 0.747], [3.523, -6.768, -1.298], [1.580, -5.689, 0.486], [1.199, -5.461, -1.293], [1.733, -4.016, -0.300], [3.720, -4.841, -1.578], [3.874, -5.925, 1.225], [4.289, -4.203, 0.790], [7.087, -6.779, 0.614], [5.534, -7.640, 0.315], [5.847, -6.710, 1.833], [3.335, -7.433, -0.507], [4.496, -6.866, -1.468], [-2.607, -5.275, -3.464], [-3.047, -3.856, -3.023], [-2.697, -2.915, -4.146], [-3.252, -1.652, -3.846], [-3.058, -0.747, -4.879], [-4.512, -3.823, -2.759], [-3.132, -5.532, -4.380], [-2.744, -6.009, -2.629], [-1.535, -5.223, -3.689], [-2.478, -3.614, -2.138], [-3.158, -3.257, -5.116], [-1.659, -2.800, -4.343], [-3.343, -1.202, -5.839], [-2.052, -0.334, -4.888], [-3.618, 0.101, -4.736], [-4.802, -2.880, -2.874], [-5.040, -4.195, -3.536], [-6.855, 7.314, 3.931], [-5.958, 6.845, 2.780], [-4.879, 5.964, 3.491], [-3.717, 5.652, 2.742], [-2.618, 5.168, 3.499], [-6.660, 6.132, 1.669], [-7.282, 6.403, 4.351], [-7.679, 7.963, 3.605], [-6.370, 7.825, 4.806], [-5.374, 7.683, 2.432], [-5.398, 5.097, 3.908], [-4.570, 6.604, 4.365], [-2.260, 5.961, 4.189], [-1.834, 4.699, 2.826], [-2.907, 4.442, 4.208], [-6.797, 5.148, 1.892], [-6.126, 6.237, 0.813], [1.138, -6.909, -5.845], [0.836, -5.413, -5.798], [1.236, -4.884, -4.406], [0.954, -3.458, -4.347], [2.046, -2.745, -3.733], [1.482, -4.757, -6.891], [1.008, -7.451, -6.838], [0.564, -7.476, -5.079], [2.173, -6.994, -5.466], [-0.253, -5.313, -5.815], [2.324, -5.079, -4.235], [0.681, -5.377, -3.595], [2.434, -3.175, -2.783], [1.671, -1.698, -3.517], [2.836, -2.639, -4.427], [1.490, -3.750, -6.779], [2.375, -5.096, -7.144], [2.030, -4.210, 7.045], [2.753, -4.475, 5.736], [2.106, -3.932, 4.483], [0.708, -4.178, 4.389], [0.436, -5.430, 3.849], [4.117, -3.838, 5.732], [1.063, -4.766, 6.933], [1.780, -3.204, 7.202], [2.559, -4.640, 7.946], [2.946, -5.546, 5.706], [2.635, -4.361, 3.632], [2.258, -2.843, 4.488], [0.827, -5.584, 2.816], [-0.645, -5.607, 3.820], [1.007, -6.270, 4.315], [3.954, -2.890, 6.093], [4.620, -4.291, 6.504], [-2.248, 6.540, -0.428], [-3.380, 6.186, -1.482], [-3.817, 4.707, -1.505], [-3.053, 3.994, -2.429], [-3.773, 2.854, -2.933], [-4.561, 6.970, -1.034], [-1.450, 5.762, -0.354], [-2.700, 6.819, 0.570], [-1.799, 7.491, -0.801], [-3.190, 6.428, -2.497], [-4.880, 4.644, -1.825], [-3.846, 4.264, -0.536], [-4.174, 2.236, -2.127], [-3.052, 2.246, -3.550], [-4.570, 3.128, -3.651], [-4.258, 7.889, -0.733], [-5.342, 7.094, -1.636], [2.543, 2.191, -3.123], [3.604, 1.153, -2.578], [4.982, 1.835, -2.382], [5.393, 2.542, -3.504], [6.724, 2.869, -3.388], [3.256, 0.570, -1.249], [2.985, 2.689, -3.949], [2.172, 2.971, -2.391], [1.682, 1.666, -3.525], [3.699, 0.337, -3.304], [5.718, 1.036, -2.307], [4.916, 2.379, -1.424], [6.924, 3.524, -2.524], [6.951, 3.422, -4.298], [7.355, 1.882, -3.329], [3.390, 1.308, -0.559], [2.176, 0.460, -1.302], [-4.983, 0.928, 1.206], [-4.800, -0.449, 0.672], [-4.522, -0.384, -0.850], [-5.625, 0.133, -1.524], [-6.474, -0.814, -2.108], [-3.685, -1.266, 1.323], [-4.996, 0.875, 2.325], [-5.952, 1.342, 0.863], [-4.070, 1.496, 1.071], [-5.731, -0.993, 0.832], [-4.090, -1.340, -1.238], [-3.674, 0.298, -1.083], [-7.406, -0.378, -2.415], [-6.714, -1.686, -1.424], [-6.058, -1.186, -3.106], [-4.008, -2.204, 0.991], [-3.853, -1.283, 2.358], [6.704, -1.010, 1.042], [5.621, -2.014, 1.587], [5.287, -1.630, 3.045], [4.751, -0.350, 3.116], [4.298, -0.024, 4.389], [4.410, -2.083, 0.747], [6.227, -0.041, 1.206], [6.898, -1.115, -0.017], [7.603, -1.047, 1.591], [6.005, -3.029, 1.655], [6.186, -1.560, 3.639], [4.593, -2.339, 3.404], [3.616, -0.775, 4.810], [3.801, 0.925, 4.379], [5.174, 0.036, 5.097], [3.862, -1.236, 0.833], [4.611, -2.091, -0.235], [0.830, 5.821, -4.411], [0.511, 6.848, -3.301], [1.772, 7.521, -2.813], [2.350, 8.294, -3.864], [3.618, 8.669, -3.516], [-0.563, 7.793, -3.620], [1.224, 6.327, -5.333], [0.007, 5.155, -4.554], [1.669, 5.207, -4.079], [0.135, 6.235, -2.433], [2.574, 6.848, -2.497], [1.581, 8.298, -1.979], [4.229, 7.803, -3.265], [3.634, 9.415, -2.708], [4.101, 9.174, -4.403], [-1.174, 7.290, -4.295], [-0.203, 8.583, -4.161], [0.101, -2.009, 1.733], [0.202, -0.795, 0.855], [0.098, -1.334, -0.593], [0.177, -0.220, -1.527], [-0.589, -0.172, -2.712], [-0.782, 0.212, 1.241], [0.883, -2.770, 1.687], [-0.833, -2.534, 1.580], [0.109, -1.714, 2.765], [1.208, -0.343, 0.960], [-0.754, -2.004, -0.726], [0.933, -1.906, -0.773], [-0.473, -0.991, -3.402], [-0.180, 0.660, -3.276], [-1.669, 0.012, -2.540], [-0.806, 0.985, 0.590], [-1.707, -0.237, 1.187]], "forces_ev_per_a": [[-0.887, 0.092, -1.228], [-0.155, -0.895, 0.354], [-0.062, 0.655, 0.038], [-0.230, -0.223, 0.273], [0.147, -0.157, 1.432], [-0.247, 0.265, 0.816], [0.473, -0.286, 0.612], [0.023, 0.069, -0.022], [0.070, -0.194, 0.325], [0.243, 0.394, -0.312], [-0.074, 0.145, -0.022], [0.338, 0.700, -1.072], [-0.054, 0.711, -1.039], [-0.734, -0.529, -0.448], [0.199, -0.204, 0.485], [0.262, -0.142, 0.478], [0.537, -0.366, -0.514], [-0.041, 0.086, -0.916], [0.103, -2.380, 0.151], [0.906, 2.022, -0.609], [-0.289, -0.440, 0.021], [0.391, -0.199, 0.385], [-0.020, 0.460, -0.986], [0.626, 0.160, 0.044], [-0.183, 0.186, 0.892], [-0.552, -0.433, -0.092], [-0.146, 0.685, 0.219], [-0.968, -0.625, -0.447], [-0.062, 0.002, 0.922], [0.136, 0.685, 0.004], [0.213, -0.199, -0.155], [0.093, 0.055, -0.390], [0.110, 0.165, -0.128], [-0.367, -0.321, 0.902], [-0.340, 1.020, -0.333], [0.094, -1.055, 0.510], [0.908, 1.065, 0.654], [-0.458, -0.433, -0.892], [0.467, 1.446, -0.157], [-0.447, -0.513, 0.630], [0.117, -0.449, 0.332], [0.151, -0.478, -0.082], [-0.342, 0.383, -0.204], [0.070, 0.001, -0.159], [-0.915, -0.135, -0.253], [0.429, -0.054, 0.655], [-0.007, -0.473, -0.396], [-0.260, -0.923, 0.332], [0.024, 0.157, -0.046], [0.306, 0.426, -0.738], [0.250, 0.032, 0.001], [-0.341, -0.908, -0.651], [-1.300, -0.188, -0.325], [0.527, -0.262, 0.899], [-1.142, 0.838, 0.214], [1.034, -0.072, 0.284], [-1.468, -1.240, 1.323], [0.274, 0.832, -0.872], [1.128, 0.544, 1.252], [0.037, -0.608, 0.202], [0.158, 1.141, -0.495], [0.331, 0.574, -0.339], [-0.298, -0.248, -0.029], [0.175, -0.509, -0.085], [0.073, -0.324, 0.205], [-0.263, -0.030, -0.152], [0.062, 0.511, -1.040], [1.033, -0.280, -0.401], [0.205, 0.517, 1.123], [-0.529, -1.419, -1.234], [-1.317, 0.330, -0.767], [-0.273, -0.007, 0.582], [1.077, -1.120, -0.868], [0.674, -0.334, 0.075], [-0.141, -0.400, 0.064], [-0.114, 0.462, -0.927], [-0.137, -0.161, -0.005], [-0.125, 0.382, 0.524], [0.220, -0.064, 0.678], [1.266, -0.179, 0.086], [0.310, 0.196, 0.006], [0.604, -0.463, -0.368], [-1.953, 1.853, 0.575], [-0.037, 1.362, 0.558], [0.266, -0.983, -0.330], [-0.621, 0.023, 0.382], [1.275, -1.219, 0.329], [0.279, 1.377, 0.993], [-0.402, -0.225, -0.630], [0.360, 0.728, -0.273], [0.123, 1.058, 1.072], [-0.410, 0.017, 0.152], [0.232, -0.290, -0.104], [0.035, -0.396, -1.151], [-0.163, 0.387, -0.786], [0.244, -0.488, -0.073], [-0.028, -0.654, -0.438], [0.465, 0.048, -0.775], [-0.978, 0.995, 0.755], [-0.646, -1.464, 0.566], [0.199, 0.299, -0.100], [0.152, -0.227, 0.021], [0.327, -1.012, 0.415], [-0.338, -1.007, 0.920], [0.494, 0.527, -0.200], [1.002, -0.699, 0.651], [-1.688, 1.213, 0.882], [-1.248, 1.146, -0.268], [0.205, 1.082, 1.180], [0.045, 0.441, -0.530], [-0.103, -0.367, -0.611], [-0.096, 0.394, -0.557], [-0.646, 0.227, -0.119], [0.076, -0.036, -0.223], [-0.486, -0.008, -0.541], [0.357, -1.175, -0.096], [1.113, -0.066, -0.796], [0.085, -0.148, -0.028], [0.916, -0.457, 0.039], [-0.934, -2.744, -0.024], [1.677, 0.527, 0.907], [-0.512, 0.097, 0.220], [0.358, 0.259, -0.012], [0.658, -1.504, -0.931], [-0.491, -0.244, 0.801], [0.539, 0.491, 0.489], [-0.163, 1.616, 0.216], [-0.382, 0.526, -1.071], [-0.160, -0.206, -0.406], [0.032, 0.130, -0.284], [-0.218, -0.176, -0.139], [-0.334, 0.809, 0.038], [0.307, -0.006, 0.275], [-0.750, 0.463, 0.597], [0.262, -0.169, -0.303], [0.072, 0.200, -0.429], [-0.337, 0.806, -0.925], [-1.237, -0.468, 2.233], [-1.164, 1.026, -0.760], [-0.001, -1.158, -0.702], [1.229, -0.168, -0.870], [0.812, 0.197, 1.347], [-0.744, 0.592, 0.040], [0.362, -0.926, -0.998], [0.082, -0.704, 0.225], [1.065, 0.348, -0.931], [0.268, 0.416, -0.036], [0.470, -0.452, 1.124], [-0.070, 0.052, -0.046], [-0.501, 0.543, 0.814], [0.084, 0.222, 0.561], [-0.105, -0.068, -0.034], [-0.264, -0.241, -0.959], [0.191, -0.504, 1.219], [-0.322, 1.393, 0.631], [-0.981, -1.757, -0.082], [-1.243, 0.630, 0.086], [1.585, -0.873, -0.410], [-2.442, -0.005, -1.046], [0.446, 0.685, -0.846], [0.630, -1.023, -0.472], [-0.240, -0.152, 0.147], [-0.037, 0.160, 0.062], [0.083, -0.362, 0.807], [0.391, 0.444, -0.416], [0.069, -0.330, -0.057], [0.441, -0.076, 0.016], [-0.735, 1.815, -0.010], [-0.112, -0.043, 0.025], [2.208, -0.024, 0.425], [-0.053, -0.068, 2.080], [0.993, -1.012, -0.395], [1.703, -0.386, 0.484], [-0.730, 0.084, -0.547], [0.364, -1.628, -0.871], [-1.776, 0.078, -0.138], [-0.480, -0.031, -0.632], [0.941, 0.242, 0.002], [-0.107, 0.664, -0.720], [-0.314, -0.119, -0.238], [-0.982, 0.242, 0.119], [-0.381, -0.019, 0.585], [-0.446, 0.618, 0.309], [0.420, 0.819, -0.688], [-0.113, 0.104, 1.288], [0.964, 0.291, 0.571], [0.153, 0.125, -1.205], [-2.372, -0.225, 0.040], [0.632, 0.890, -0.247], [0.632, 0.437, -1.508], [-1.031, 0.944, -0.929], [1.075, -0.487, 1.194], [-0.270, 0.449, 0.877], [0.326, 0.197, -0.173], [0.040, -0.245, -0.238], [1.148, -0.145, 0.686], [0.332, -0.191, -0.100], [0.631, -0.847, 0.318], [-0.748, -1.020, 0.840], [-0.034, 0.015, -0.201], [-0.260, 0.500, -0.131], [-0.623, 0.036, -0.383], [-0.006, 0.228, 0.295], [0.522, -0.173, -0.437], [1.476, 1.174, -0.006], [-0.120, -1.235, 0.733], [0.041, 2.228, 0.631], [-1.265, -0.596, -0.527], [1.679, 1.474, -1.149], [-0.286, -0.343, -1.078], [-0.828, -0.450, 0.626], [-0.655, -0.224, -0.512], [0.007, -0.154, 0.134], [0.319, 0.505, -0.532], [-0.511, -0.491, 0.316], [-0.041, -1.441, -0.732], [0.223, -0.089, 0.247], [0.000, -0.240, 0.190], [-0.526, -0.550, 0.810], [0.300, 0.608, 0.742], [0.120, -0.265, 0.216], [0.006, -0.493, 0.961], [0.617, 0.058, -1.091], [-1.306, 2.236, 0.006], [-0.222, -0.409, 0.352], [-0.318, 0.564, 0.333], [-0.632, -0.682, 0.071], [0.259, 0.290, -0.571], [-0.457, -0.078, -0.144], [-0.114, 0.274, 0.653], [-0.355, -0.132, -0.081], [-0.537, 0.445, -0.145], [2.182, -1.543, -0.407], [0.058, -0.978, 0.121], [-0.107, 0.425, 0.013], [0.468, -0.210, 0.117], [0.364, -0.035, -0.130], [0.176, 0.204, 0.168]], "total_charge": 0, "total_energy_ha": -4045.58761, "relative_energy_kcal_mol": 105.0}